Below is an isolated ion of composition C4H10N and charge +1, with properties calculated with wB97M-V/def2-TZVPD.

For the total energy, the calculation gives -212.8633 Eh. As for the charge: +1. For the HOMO energy, the calculation gives -16.344 eV. As for the LUMO energy: -4.691 eV. The value obtained for the gap between HOMO and LUMO is 0.428 Ha. As for the relative energy (zero: lowest compared OMol25 entry of this formula, charge and spin): 149.8 kJ/mol. The SMILES is CC=[N+](C)C.

Last columns: bonded neighbours and bond lengths (Å).
Cartesian coordinates (Å):
1 C -0.925 0.227 0.180  C2 1.490, N5 1.324, H6 1.157
2 C -1.834 -0.919 -0.103  C1 1.490, H7 1.095, H8 1.197, H9 1.137
3 C 1.164 1.479 0.529  N5 1.420, H10 1.048, H11 1.054, H12 1.042
4 C 1.129 -0.703 -0.490  N5 1.430, H13 1.081, H14 1.094, H15 1.063
5 N 0.392 0.361 0.118  C1 1.324, C3 1.420, C4 1.430
6 H -1.482 1.201 0.460  C1 1.157
7 H -1.563 -1.720 0.593  C2 1.095
8 H -2.974 -0.616 0.099  C2 1.197
9 H -1.721 -1.284 -1.174  C2 1.137
10 H 0.362 2.113 0.759  C3 1.048
11 H 1.758 1.745 -0.300  C3 1.054
12 H 1.822 1.075 1.228  C3 1.042
13 H 1.844 -0.318 -1.204  C4 1.081
14 H 0.461 -1.399 -1.006  C4 1.094
15 H 1.568 -1.242 0.314  C4 1.063